[1]
C4H5DyO5 | ωB97M-V/def2-TZVPD

## Properties
Lowest unoccupied orbital energy (alpha / beta) in eV: -16.2759 / -18.9598
2S+1: 7
Charge: +3
M in g mol⁻¹: 295.579
Kohn-Sham gap (alpha / beta) in eV: 6.70 / 4.22

Last column: Löwdin charge in e.
Atoms and positions in Å:
O 0.248 -0.970 0.731  -0.01
C -0.825 -0.472 1.338  -0.57
O -0.884 -0.674 2.554  -0.01
O -1.595 0.331 0.701  0.19
Dy 0.964 -2.006 3.214  2.59
C -1.277 0.655 -0.680  -0.03
C 0.176 1.038 -0.829  0.07
H -1.555 -0.214 -1.288  0.17
H -1.918 1.506 -0.923  0.18
H 0.405 1.954 -0.273  0.16
H 0.452 1.183 -1.880  0.17
O 2.126 0.355 0.438  0.29
C 1.177 -0.168 -0.273  -0.56
O 1.601 -1.088 -1.126  0.20
H 0.904 -1.431 -1.702  0.17

---

[2]
C5H9Cl3O8S2 | ωB97M-V/def2-TZVPD

## Properties
Lowest unoccupied orbital energy in eV: 0.5011
2S+1: 1
Structure (SMILES): O=S1(=O)OCCO1.O=S1(=O)OCCO1.ClC(Cl)Cl
Energy above the lowest of the compared OMol25 structures with the same formula, charge and spin in kcal per mole: 37.0
M in g mol⁻¹: 367.612
Kohn-Sham gap in eV: 11.03

Last column: Löwdin charge in e.
Atoms and positions in Å:
O -20.864 -14.458 31.010  -0.24
S -21.637 -15.708 30.944  0.76
O -22.876 -15.684 30.171  -0.26
O -20.566 -16.890 30.467  -0.19
C -20.561 -18.024 31.169  -0.25
C -21.281 -17.747 32.486  -0.19
O -21.691 -16.418 32.442  -0.18
H -21.150 -18.746 30.603  0.13
H -19.552 -18.430 31.238  0.14
H -20.536 -17.797 33.280  0.13
H -22.009 -18.543 32.647  0.13
O -25.853 -10.758 28.721  -0.25
S -26.400 -11.795 29.604  0.79
O -26.507 -13.185 29.121  -0.27
O -25.661 -11.813 31.139  -0.23
C -26.263 -10.929 32.066  -0.16
C -27.800 -10.976 31.649  -0.18
O -27.851 -11.311 30.295  -0.20
H -25.894 -11.106 33.076  0.13
H -25.788 -9.987 31.792  0.12
H -28.316 -10.069 31.962  0.13
H -28.263 -11.766 32.240  0.12
Cl -24.641 -16.570 26.584  0.54
C -23.960 -15.068 27.092  -1.52
Cl -24.729 -13.750 26.095  0.49
Cl -22.178 -15.157 27.017  0.53
H -24.318 -14.881 28.105  -0.01

---

[3]
C25H19BIrN5O8S2 | ωB97M-V/def2-TZVPD

## Properties
Lowest unoccupied orbital energy (alpha / beta) in eV: -0.2422 / 0.1073
2S+1: 2
Energy above the lowest of the compared OMol25 structures with the same formula, charge and spin in kcal per mole: 147.1
Charge: -1
M in g mol⁻¹: 784.617
Kohn-Sham gap (alpha / beta) in eV: 4.87 / 5.21

Last column: Löwdin charge in e.
Atoms and positions in Å:
Ir -0.411 0.088 -0.041  1.61
O 2.225 -3.416 -0.296  0.07
C 1.340 -2.573 -0.374  -0.44
N 0.935 -1.730 0.602  0.09
C 1.266 -1.808 1.909  -0.21
C 1.727 -2.963 2.558  -0.02
C 1.922 -2.959 3.919  -0.10
C 1.694 -1.806 4.676  -0.10
C 1.278 -0.647 4.070  -0.02
C 1.038 -0.618 2.683  -0.21
N 0.486 0.422 2.043  0.05
C 0.391 1.702 2.488  -0.45
O 1.181 2.279 3.216  0.09
C -0.886 2.336 2.015  -0.20
C -1.241 3.640 2.332  0.02
C -2.505 4.078 1.969  -0.04
C -3.379 3.200 1.349  -0.04
C -2.933 1.921 1.051  -0.12
N -1.719 1.524 1.371  0.02
C 0.581 -2.348 -1.650  -0.21
C 1.106 -2.720 -2.880  0.01
C 0.378 -2.436 -4.021  -0.03
C -0.866 -1.835 -3.891  -0.04
C -1.323 -1.513 -2.622  -0.13
N -0.605 -1.753 -1.540  0.01
H 1.911 -3.846 1.970  0.10
H 2.248 -3.859 4.417  0.09
H 1.838 -1.828 5.746  0.09
H 1.105 0.248 4.648  0.10
H -0.526 4.275 2.834  0.12
H -2.820 5.089 2.177  0.11
H -4.385 3.493 1.091  0.11
H -3.557 1.189 0.556  0.12
H 2.080 -3.179 -2.909  0.13
H 0.775 -2.673 -4.998  0.11
H -1.473 -1.602 -4.753  0.11
H -2.272 -1.018 -2.466  0.11
O 0.159 2.338 -0.533  -0.37
S -0.964 2.515 -1.443  0.50
O -1.734 3.708 -1.152  -0.28
O -1.817 1.301 -1.479  -0.38
C -0.539 2.591 -3.175  -0.23
C -1.494 3.190 -3.980  -0.05
C -1.430 3.039 -5.354  -0.07
C -0.404 2.297 -5.923  -0.07
C 0.558 1.719 -5.112  -0.05
C 0.469 1.846 -3.737  -0.23
S 1.745 1.095 -2.719  0.49
O 2.528 0.286 -3.643  -0.32
O 2.456 2.196 -2.130  -0.28
O 1.030 0.191 -1.800  -0.44
H -2.272 3.756 -3.496  0.11
H -2.192 3.479 -5.980  0.10
H -0.360 2.161 -6.993  0.10
H 1.383 1.146 -5.506  0.11
B -4.356 -2.330 1.486  -0.43
C -3.019 -1.663 1.105  -0.20
N -1.993 -1.189 0.854  0.06
H -4.963 -1.528 2.143  0.00
H -4.113 -3.327 2.107  0.00
H -4.912 -2.624 0.462  0.00